# C15H23NO2Si

A 2-piece molecular cluster, C15H23NO2Si overall (the ωB97M-V functional and the def2-TZVPD basis, OMol25).

The geometry in ORCA input format:
```
! wB97M-V def2-TZVPD RIJCOSX def2/J DEFGRID3
* xyz 0 1
C -2.66 -3.86 0.49
C -1.76 -3.03 0.59
C -0.92 -1.83 1.11
C 0.60 -2.42 0.95
O 0.86 -2.33 -0.48
C 0.12 -1.14 -0.86
C 0.97 -0.20 -1.77
C 2.17 0.50 -1.07
C 3.34 0.94 -1.95
C 4.51 1.67 -1.34
C 4.59 2.02 0.13
C 3.43 1.56 0.98
C 2.27 0.83 0.35
N -0.78 -0.61 0.21
Si -2.26 0.37 -0.17
C -2.25 1.26 -1.85
C -3.92 -0.55 -0.04
C -2.32 1.77 1.16
H -3.21 -4.85 0.51
H -0.95 -1.58 2.21
H 1.39 -1.95 1.59
H 0.41 -3.53 1.12
H -0.63 -1.59 -1.61
H 0.39 0.61 -2.33
H 1.40 -0.84 -2.61
H 3.37 0.75 -3.06
H 5.36 2.00 -2.03
H 5.44 2.59 0.60
H 3.37 1.79 2.09
H 1.43 0.54 1.05
H -0.27 0.02 0.88
H -1.49 2.12 -1.77
H -3.26 1.75 -1.99
H -1.90 0.63 -2.72
H -4.69 0.25 0.22
H -3.96 -1.32 0.78
H -4.25 -0.95 -1.05
H -1.43 1.62 1.87
H -3.24 1.69 1.82
H -2.17 2.78 0.69
O 1.16 1.36 3.26
H 1.73 1.19 4.02
*
```

Properties
- maximum force (eV/Å) = 5.01
- LUMO energy (eV) = 0.10
- electronic energy (eV) = -29382.55879
- HOMO energy (eV) = -6.1


# C15H23NO3S

A single C15H23NO3S molecule (the ωB97M-V functional and the def2-TZVPD basis, OMol25).

The geometry in ORCA input format:
```
! wB97M-V def2-TZVPD RIJCOSX def2/J DEFGRID3
* xyz 0 1
C -2.56 -3.15 -1.04
H -2.45 -3.45 0.00
H -2.13 -3.91 -1.69
H -3.62 -3.02 -1.28
O -1.84 -1.95 -1.29
C -2.35 -0.83 -0.68
C -1.75 -0.34 0.47
C -2.21 0.82 1.07
C -3.29 1.51 0.54
C -3.89 1.01 -0.61
C -3.44 -0.15 -1.22
H -3.91 -0.52 -2.11
H -4.73 1.53 -1.04
C -3.80 2.75 1.20
H -4.32 3.39 0.49
H -4.49 2.49 2.00
H -2.98 3.32 1.64
H -1.70 1.16 1.96
S -0.41 -1.27 1.22
O -0.95 -2.56 1.56
O 0.15 -0.48 2.27
N 0.71 -1.56 0.05
H 0.36 -2.26 -0.58
C 1.61 -0.58 -0.53
C 1.19 0.86 -0.21
C 2.15 1.85 -0.88
C 3.58 1.60 -0.42
C 4.00 0.17 -0.73
H 5.02 -0.01 -0.38
C 3.06 -0.86 -0.09
C 3.21 -0.92 1.43
H 3.01 0.05 1.88
H 2.49 -1.62 1.84
H 4.21 -1.23 1.69
H 3.32 -1.85 -0.48
H 3.99 0.02 -1.82
H 3.66 1.79 0.65
H 4.26 2.29 -0.93
H 1.85 2.87 -0.63
H 2.09 1.73 -1.96
H 1.20 1.00 0.87
H 0.18 1.02 -0.57
H 1.56 -0.70 -1.63
*
```

Properties
- maximum force (eV/Å) = 0.92
- SMILES = COc1ccc(C)cc1S(=O)(=O)N[C@H]1CCCC[C@H]1C
- LUMO energy (eV) = 0.71
- energy above the lowest of the compared OMol25 structures with the same formula, charge and spin (kJ/mol) = 34.6
- electronic energy (eV) = -34395.87645
- HOMO energy (eV) = -9.2


# C15H23NO8S3

A 3-piece molecular cluster, C15H23NO8S3 overall (the ωB97M-V functional and the def2-TZVPD basis, OMol25).

The geometry in ORCA input format:
```
! wB97M-V def2-TZVPD RIJCOSX def2/J DEFGRID3
* xyz 0 1
O -2.19 -2.01 -1.46
S -0.96 -2.47 -2.02
O -0.24 -1.36 -2.53
O -0.12 -3.38 -1.02
C -0.32 -4.77 -1.30
C -1.34 -4.89 -2.43
C -2.82 -4.87 -2.04
C -3.75 -4.27 -2.88
C -5.05 -4.28 -2.42
C -5.34 -4.86 -1.21
N -4.49 -5.48 -0.39
C -3.24 -5.45 -0.87
O -1.12 -3.61 -3.12
H -0.67 -5.25 -0.39
H 0.66 -5.17 -1.53
H -1.12 -5.69 -3.13
H -3.45 -3.83 -3.82
H -5.84 -3.83 -3.00
H -6.37 -4.82 -0.87
H -2.50 -5.94 -0.25
C -0.67 -0.07 1.41
C 0.69 0.29 0.79
C 1.52 0.98 1.87
S 0.95 0.32 3.44
O 0.34 1.39 4.19
O 1.97 -0.51 4.02
C -0.34 -0.71 2.76
H -1.24 -0.74 0.78
H -1.26 0.84 1.56
H 1.19 -0.62 0.45
H 0.57 0.94 -0.09
H 2.58 0.76 1.76
H 1.36 2.06 1.88
H -1.19 -0.73 3.44
H 0.07 -1.71 2.63
C 2.06 5.52 1.36
C 3.05 6.67 1.10
C 4.18 6.11 0.22
S 3.45 4.77 -0.73
O 4.07 3.53 -0.32
O 3.36 5.15 -2.11
C 1.82 4.86 0.01
H 1.13 5.89 1.80
H 2.50 4.81 2.06
H 2.54 7.48 0.57
H 3.44 7.08 2.03
H 4.57 6.85 -0.46
H 4.98 5.69 0.82
H 1.39 3.87 0.08
H 1.20 5.49 -0.64
*
```

Properties
- maximum force (eV/Å) = 2.18
- SMILES = O=S1(=O)OC[C@@H](c2cccnc2)O1.O=S1(=O)CCCC1.O=S1(=O)CCCC1
- LUMO energy (eV) = 0.16
- energy above the lowest of the compared OMol25 structures with the same formula, charge and spin (kJ/mol) = 35.9
- electronic energy (eV) = -66301.74691
- HOMO energy (eV) = -10.2


# C15H24BI2NO8

A 3-piece molecular cluster, C15H24BI2NO8 overall (the ωB97M-V functional and the def2-TZVPD basis, OMol25).

The geometry in ORCA input format:
```
! wB97M-V def2-TZVPD RIJCOSX def2/J DEFGRID3
* xyz 0 1
C 2.11 -0.30 0.97
C 1.55 -1.04 -0.26
I 2.71 -0.45 -1.99
C 1.63 -2.54 -0.02
I 0.95 -3.77 -1.64
B 0.86 -2.99 1.28
C -0.59 -2.57 1.75
C -1.68 -2.37 0.68
C -1.91 -0.90 0.25
C -3.33 -0.41 0.27
O -3.73 0.51 -0.41
O -4.14 -1.04 1.14
O 1.60 -3.85 2.08
N 1.28 -4.01 3.48
O 1.22 -2.98 4.02
H 1.29 0.05 1.60
H 2.76 -0.95 1.55
H 2.71 0.56 0.68
H 0.54 -0.72 -0.48
H 2.68 -2.81 0.09
H -0.53 -1.67 2.38
H -0.93 -3.36 2.43
H -2.62 -2.74 1.09
H -1.48 -2.97 -0.21
H -1.36 -0.22 0.89
H -1.57 -0.73 -0.77
H -4.93 -0.49 1.24
O 5.58 2.12 0.44
C 5.16 2.47 1.49
O 3.88 2.20 1.88
C 3.60 2.81 3.15
C 4.96 3.03 3.80
C 5.85 3.26 2.58
H 3.07 3.75 2.96
H 2.95 2.15 3.71
H 4.96 3.85 4.52
H 5.27 2.12 4.32
H 5.88 4.30 2.27
H 6.87 2.90 2.71
O -4.36 2.51 -6.67
C -4.34 1.80 -5.70
O -4.03 2.27 -4.47
C -3.99 1.19 -3.51
C -4.84 0.08 -4.13
C -4.61 0.31 -5.62
H -2.95 0.89 -3.38
H -4.37 1.55 -2.56
H -4.55 -0.91 -3.78
H -5.89 0.24 -3.89
H -3.72 -0.21 -5.99
H -5.46 0.05 -6.25
*
```

Properties
- maximum force (eV/Å) = 0.47
- SMILES = C[C@@H](I)[C@H](I)B(CCCC(=O)O)ON=O.O=C1CCCO1.O=C1CCCO1
- LUMO energy (eV) = -0.71
- electronic energy (eV) = -50691.45439
- HOMO energy (eV) = -9.0


# C15H24BN3O9SSi2

C15H24BN3O9SSi2 as an isolated structure (the ωB97M-V functional and the def2-TZVPD basis, OMol25).

The geometry in ORCA input format:
```
! wB97M-V def2-TZVPD RIJCOSX def2/J DEFGRID3
* xyz 0 1
C 3.65 -0.43 -1.58
C 3.81 1.03 -2.17
C 2.64 1.42 -3.15
O 1.41 1.53 -2.42
Si 0.09 2.15 -3.32
S 0.60 2.68 -5.37
O -1.22 1.08 -3.43
Si -1.21 -0.19 -2.28
N -1.56 0.37 -0.63
O 0.19 -1.19 -2.30
B 0.41 -1.86 -3.51
O 0.05 -1.33 -4.78
O 0.99 -3.16 -3.46
H 4.65 -0.92 -1.63
H 2.90 -1.00 -2.18
H 3.33 -0.31 -0.52
H 3.78 1.76 -1.32
H 4.80 1.12 -2.66
H 2.96 2.37 -3.63
H 2.55 0.59 -3.90
H -0.29 3.43 -2.70
H 0.50 1.45 -5.99
H -2.33 -1.07 -2.64
H -1.05 -0.23 0.03
H -1.31 1.35 -0.51
H 0.87 -1.04 -5.20
H 1.84 -3.08 -3.01
C 0.73 -5.55 1.15
C 0.77 -4.38 0.40
C 0.35 -3.18 0.95
C -0.12 -3.16 2.26
C -0.18 -4.33 3.02
C 0.25 -5.52 2.46
N -0.55 -1.90 2.86
O -0.50 -0.90 2.16
O -0.92 -1.91 4.01
H 1.06 -6.48 0.72
H 1.14 -4.40 -0.62
H 0.39 -2.27 0.36
H -0.55 -4.32 4.04
H 0.21 -6.43 3.04
C -1.92 1.80 2.64
C -1.87 2.97 1.88
C -2.31 4.17 2.43
C -2.78 4.19 3.73
C -2.84 3.03 4.49
C -2.40 1.83 3.94
N -3.22 5.46 4.31
O -3.18 6.45 3.62
O -3.60 5.45 5.47
H -1.57 0.87 2.21
H -1.49 2.94 0.87
H -2.27 5.07 1.83
H -3.22 3.05 5.51
H -2.44 0.92 4.53
*
```

Properties
- maximum force (eV/Å) = 3.00
- LUMO energy (eV) = -0.99
- electronic energy (eV) = -66112.98123
- HOMO energy (eV) = -9.9


# C15H24Br2F3O4S2

A 3-piece molecular cluster, C15H24Br2F3O4S2 overall (the ωB97M-V functional and the def2-TZVPD basis, OMol25).

The geometry in ORCA input format:
```
! wB97M-V def2-TZVPD RIJCOSX def2/J DEFGRID3
* xyz -1 1
C 0.62 7.37 0.54
C 0.13 6.22 1.11
C 0.88 5.30 1.90
C 0.52 3.87 1.48
C 1.48 2.79 1.98
C 2.95 2.91 1.56
F 3.48 1.64 1.70
Br 3.98 4.01 2.78
C 3.19 3.33 0.08
F 2.21 2.87 -0.71
F 3.37 4.63 -0.09
Br 4.85 2.46 -0.61
H 0.20 7.81 -0.35
H 1.44 7.90 1.00
H -0.93 6.00 0.97
H 1.91 5.54 1.69
H -0.44 3.63 1.93
H 0.36 3.81 0.39
H 1.15 1.82 1.61
H 1.46 2.81 3.06
C 1.88 -2.14 -2.30
C 2.49 -0.96 -1.53
C 1.45 0.17 -1.52
S -0.16 -0.63 -1.63
O -0.78 -0.27 -2.88
O -0.86 -0.48 -0.38
C 0.46 -2.30 -1.76
H 2.45 -3.06 -2.17
H 1.84 -1.91 -3.37
H 2.70 -1.27 -0.50
H 3.42 -0.63 -1.97
H 1.49 0.75 -0.61
H 1.56 0.82 -2.38
H -0.19 -2.88 -2.40
H 0.46 -2.73 -0.75
C -3.77 -4.68 1.52
C -4.35 -3.74 0.46
C -3.32 -3.62 -0.67
S -2.39 -5.15 -0.66
O -1.03 -4.86 -0.28
O -2.70 -5.92 -1.84
C -3.21 -5.88 0.76
H -4.52 -4.98 2.25
H -2.96 -4.17 2.06
H -5.28 -4.16 0.07
H -4.59 -2.76 0.87
H -3.78 -3.49 -1.64
H -2.62 -2.80 -0.48
H -2.50 -6.47 1.33
H -4.01 -6.52 0.38
*
```

Properties
- maximum force (eV/Å) = 1.17
- LUMO energy (eV) = 1.90
- electronic energy (eV) = -194039.74570
- HOMO energy (eV) = -1.5